Run P
The following is a quantum chemistry calculation of 2 unconnected molecules or ions with the total composition C3H7O3, from OMol25.

total charge: -1
spin multiplicity: 1
molecular weight: 91.09 u

Geometry as XYZ:
```
13
Properties=species:S:1:pos:R:3:lowdin_charge:R:1
C -0.407 0.519 -0.578 -0.368
O -0.385 -0.813 -1.063 -0.167
C 0.319 1.381 -1.604 -0.125
H -1.427 0.876 -0.369 0.102
H 0.181 0.529 0.356 0.084
H -0.255 -1.392 -0.204 0.033
H -0.140 1.345 -2.598 0.054
H 0.445 2.432 -1.316 0.054
H 1.338 0.948 -1.706 0.072
O 0.052 -0.205 2.435 -0.125
C 0.079 -1.453 2.292 -0.551
O -0.119 -2.081 1.178 -0.152
H 0.321 -2.085 3.176 0.089
```



Run Q
The following is a quantum chemistry calculation of 2 unconnected molecules or ions with the total composition C3H7O3, from OMol25.

total charge: -1
spin multiplicity: 1
molecular weight: 91.09 u

Geometry as XYZ:
```
13
Properties=species:S:1:pos:R:3:lowdin_charge:R:1
C 1.685 0.537 -1.686 -0.076
C 0.715 -0.593 -1.376 -0.769
O -0.163 -0.216 -0.517 -0.139
O 0.910 -1.776 -1.662 -0.056
H 2.328 0.857 -0.775 0.087
H 1.226 1.513 -1.966 0.054
H 2.324 0.185 -2.557 0.065
C -1.697 0.254 1.831 -0.252
O -1.432 -1.067 1.570 -0.237
H -0.549 -1.185 0.955 0.132
H -2.825 0.286 1.747 0.079
H -1.380 0.197 3.013 0.097
H -1.141 1.007 1.423 0.015
```



Verdict on stability: run Q comes out at the bottom.



Run P
The following is a quantum chemistry calculation of 2 unconnected molecules or ions with the total composition C3H7O3, from OMol25.

total charge: -1
spin multiplicity: 1
molecular weight: 91.09 u

Geometry as XYZ:
```
13
Properties=species:S:1:pos:R:3:lowdin_charge:R:1
C -2.393 -0.903 0.631 -0.054
C -1.063 -0.198 0.302 -0.750
O -0.137 -0.422 1.144 -0.100
O -1.027 0.544 -0.692 -0.061
H -2.978 -1.176 -0.244 0.052
H -2.971 -0.223 1.273 0.061
H -2.156 -1.778 1.237 0.052
C 2.255 0.888 -0.858 -0.236
O 2.309 0.013 0.224 -0.161
H 1.382 -0.169 0.537 0.013
H 1.683 0.500 -1.718 0.068
H 1.827 1.858 -0.610 0.064
H 3.267 1.065 -1.224 0.054
```



Run Q
The following is a quantum chemistry calculation of 2 unconnected molecules or ions with the total composition C3H7O3, from OMol25.

total charge: -1
spin multiplicity: 1
molecular weight: 91.09 u

Geometry as XYZ:
```
13
Properties=species:S:1:pos:R:3:lowdin_charge:R:1
C 0.803 2.089 0.863 -0.054
C 0.949 0.972 -0.242 -0.797
O 0.363 1.176 -1.334 -0.110
O 1.626 -0.023 0.114 -0.114
H 0.761 3.052 0.361 0.041
H 1.739 2.079 1.407 0.043
H -0.114 1.890 1.411 0.051
C -0.873 -2.090 -0.114 -0.139
O -1.734 -1.928 -1.272 -0.164
H -1.549 -1.045 -1.612 0.056
H -0.492 -1.107 0.149 0.041
H 0.035 -2.621 -0.423 0.080
H -1.514 -2.443 0.690 0.066
```



Run R
The following is a quantum chemistry calculation of 2 unconnected molecules or ions with the total composition C3H7O3, from OMol25.

total charge: -1
spin multiplicity: 1
molecular weight: 91.09 u

Geometry as XYZ:
```
13
Properties=species:S:1:pos:R:3:lowdin_charge:R:1
C 0.985 1.783 0.822 -0.059
C 1.492 0.756 -0.154 -0.772
O 1.109 -0.440 0.075 -0.143
O 2.204 1.073 -1.142 -0.105
H 0.548 1.295 1.690 0.054
H 0.253 2.405 0.297 0.066
H 1.808 2.415 1.163 0.057
C -1.394 -1.608 -0.891 -0.152
O -1.963 -1.333 0.413 -0.180
H -1.278 -1.275 1.099 0.060
H -1.809 -0.829 -1.521 0.071
H -0.313 -1.617 -0.665 0.050
H -1.642 -2.627 -1.188 0.054
```



Verdict on stability: run R comes out at the bottom.



Run P
The following is a quantum chemistry calculation of 2 unconnected molecules or ions with the total composition C3H7O3, from OMol25.

total charge: -1
spin multiplicity: 1
molecular weight: 91.09 u

Geometry as XYZ:
```
13
Properties=species:S:1:pos:R:3:lowdin_charge:R:1
C -0.050 1.915 1.152 -0.204
O -0.260 2.156 -0.222 -0.167
H 0.177 1.416 -0.692 0.013
H -0.878 2.371 1.698 0.062
H 0.926 2.301 1.457 0.065
H -0.017 0.837 1.365 0.059
C -0.439 -1.845 -0.294 -0.050
C 0.621 -1.192 -1.223 -0.758
O 1.019 -0.039 -0.893 -0.107
O 0.980 -1.867 -2.192 -0.067
H -1.439 -1.432 -0.433 0.057
H -0.186 -1.708 0.765 0.050
H -0.453 -2.914 -0.488 0.046
```



Run Q
The following is a quantum chemistry calculation of 2 unconnected molecules or ions with the total composition C3H7O3, from OMol25.

total charge: -1
spin multiplicity: 1
molecular weight: 91.09 u

Geometry as XYZ:
```
13
Properties=species:S:1:pos:R:3:lowdin_charge:R:1
O 2.461 0.326 -0.132 -0.226
C 3.703 -0.049 -0.351 -0.655
O 4.265 -0.185 -1.440 -0.130
H 4.232 -0.509 0.563 0.086
H 0.481 -0.696 0.797 0.030
C -1.247 0.304 0.478 -0.243
O -0.448 -0.940 0.919 -0.125
C -2.554 0.005 -0.301 -0.124
H -1.613 0.898 1.305 0.073
H -0.604 1.031 -0.210 0.141
H -2.528 0.368 -1.384 0.081
H -2.743 -1.062 -0.333 0.058
H -3.403 0.509 0.088 0.033
```



Verdict on stability: run Q comes out at the bottom.



Run P
The following is a quantum chemistry calculation of 2 unconnected molecules or ions with the total composition C3H7O3, from OMol25.

total charge: -1
spin multiplicity: 1
molecular weight: 91.09 u

Geometry as XYZ:
```
13
Properties=species:S:1:pos:R:3:lowdin_charge:R:1
C 0.898 -1.432 -2.178 -0.039
C 0.800 -0.418 -0.941 -0.759
O 0.704 0.818 -1.152 -0.102
O 0.772 -1.038 0.139 -0.088
H 1.350 -2.320 -1.919 0.016
H 1.523 -0.927 -2.873 0.035
H -0.102 -1.593 -2.501 0.042
C -1.979 1.285 1.879 -0.176
O -0.692 0.678 2.046 -0.153
H -0.279 0.577 1.157 0.043
H -2.368 0.625 1.084 0.079
H -2.081 2.246 1.495 0.038
H -2.628 1.117 2.740 0.065
```



Run Q
The following is a quantum chemistry calculation of 2 unconnected molecules or ions with the total composition C3H7O3, from OMol25.

total charge: -1
spin multiplicity: 1
molecular weight: 91.09 u

Geometry as XYZ:
```
13
Properties=species:S:1:pos:R:3:lowdin_charge:R:1
O 1.565 -0.665 1.986 -0.074
C 0.680 -0.290 1.182 -0.682
O -0.032 0.725 1.373 -0.096
C 0.631 -0.993 -0.219 -0.149
C 0.516 0.125 -1.256 -0.104
H 1.513 -1.561 -0.275 0.071
H -0.088 -1.704 -0.419 0.067
H 0.134 1.035 -0.746 0.075
H 1.488 0.386 -1.631 0.061
H -0.159 -0.075 -1.966 0.014
H -1.411 0.565 0.823 -0.008
H -2.626 1.523 0.882 -0.014
O -2.210 0.929 0.265 -0.162
```



Run R
The following is a quantum chemistry calculation of 2 unconnected molecules or ions with the total composition C3H7O3, from OMol25.

total charge: -1
spin multiplicity: 1
molecular weight: 91.09 u

Geometry as XYZ:
```
13
Properties=species:S:1:pos:R:3:lowdin_charge:R:1
O -0.569 0.666 1.395 -0.161
C -1.821 0.507 1.604 -0.626
O -2.658 -0.429 1.791 -0.148
H -2.257 1.528 1.726 0.075
H 1.026 -0.064 0.632 0.089
C 0.962 -0.265 -1.449 -0.393
O 1.554 -0.272 -0.217 -0.127
C 2.061 -0.233 -2.560 -0.097
H 0.318 -1.153 -1.597 0.100
H 0.235 0.595 -1.612 0.115
H 1.666 0.293 -3.449 0.058
H 2.933 0.309 -2.184 0.063
H 2.249 -1.271 -2.836 0.053
```



Verdict on stability: run P comes out at the bottom.



Run P
The following is a quantum chemistry calculation of a molecular structure, C17H19FFeN3O7S2SbSe4, from OMol25.

⟨S²⟩: 8.8454
total charge: -1
spin multiplicity: 6
molecular weight: 953.93 u

Geometry as XYZ:
```
55
Properties=species:S:1:pos:R:3:lowdin_charge:R:1
Fe 0.128 1.051 2.371 0.265
C -3.441 -3.761 -0.738 -0.041
C -3.141 -2.812 -1.887 -0.296
C -2.337 -3.520 -2.955 -0.154
C -1.953 -2.581 -4.084 -0.123
C -1.153 -1.425 -3.527 -0.133
C -0.228 -0.759 -4.288 0.045
C 0.490 0.304 -3.748 -0.262
F 1.370 0.943 -4.550 0.055
C 0.323 0.708 -2.463 0.075
C -0.626 0.050 -1.665 -0.023
C -0.842 0.475 -0.275 -0.341
O -0.028 1.177 0.305 -0.076
C -2.040 0.013 0.327 -0.068
C -2.724 -0.998 -0.252 0.035
N -2.379 -1.595 -1.417 0.049
C -1.373 -1.006 -2.196 -0.063
C -2.602 0.619 1.592 -0.581
O -3.825 0.635 1.714 0.051
O -1.765 1.069 2.439 -0.116
H -3.899 -4.674 -1.152 0.092
H -4.134 -3.351 0.001 0.079
H -2.516 -4.045 -0.237 0.065
H -4.076 -2.453 -2.317 0.150
H -2.921 -4.369 -3.323 0.125
H -1.439 -3.913 -2.491 0.115
H -2.853 -2.202 -4.575 0.125
H -1.364 -3.104 -4.841 0.119
H -0.052 -1.053 -5.322 0.132
H 0.884 1.535 -2.055 0.124
H -3.604 -1.375 0.250 0.141
O 2.454 2.478 4.796 -0.323
S 1.907 1.260 4.201 0.348
O 2.475 0.033 4.714 -0.319
O 0.363 1.247 4.250 -0.401
O 2.024 1.331 2.650 -0.465
Se 2.801 -4.335 3.109 0.078
Sb 0.658 -3.417 2.254 -0.232
Se 0.937 -4.580 0.135 -0.104
Se -1.209 -4.829 3.075 0.055
Se 0.375 -0.971 2.330 0.492
C 3.341 2.883 0.097 -0.067
N 2.093 3.598 0.418 -0.015
C 1.691 3.954 1.654 -0.830
S 0.031 3.808 2.059 0.682
N 2.551 4.425 2.547 -0.014
C 4.010 4.466 2.434 -0.063
H 3.174 2.340 -0.829 0.080
H 3.589 2.161 0.868 0.076
H 4.182 3.551 -0.063 0.063
H 1.299 3.263 -0.079 0.066
H 2.215 4.265 3.472 0.082
H 4.314 4.884 1.480 0.071
H 4.462 3.482 2.568 0.088
H 4.383 5.121 3.218 0.086
```



Run Q
The following is a quantum chemistry calculation of a molecular structure, C17H19FFeN3O7S2SbSe4, from OMol25.

⟨S²⟩: 8.8532
total charge: -1
spin multiplicity: 6
molecular weight: 953.93 u

Geometry as XYZ:
```
55
Properties=species:S:1:pos:R:3:lowdin_charge:R:1
Fe -2.149 -1.091 0.484 0.496
C 3.848 2.584 -1.678 -0.045
C 3.982 1.802 -0.384 -0.301
C 5.128 0.797 -0.435 -0.171
C 5.355 0.204 0.942 -0.129
C 4.066 -0.175 1.612 -0.151
C 4.074 -0.988 2.723 0.012
C 2.884 -1.400 3.316 -0.295
F 2.971 -2.189 4.403 0.061
C 1.661 -1.062 2.809 0.077
C 1.628 -0.238 1.674 -0.051
C 0.356 0.058 1.065 -0.342
O -0.704 -0.304 1.632 -0.116
C 0.387 0.775 -0.144 -0.025
C 1.581 1.278 -0.600 0.033
N 2.754 1.082 0.002 0.023
C 2.821 0.234 1.096 -0.091
C -0.846 1.043 -0.964 -0.579
O -0.933 2.097 -1.578 0.048
O -1.754 0.128 -1.000 -0.133
H 4.794 3.092 -1.862 0.086
H 3.069 3.344 -1.635 0.085
H 3.651 1.922 -2.522 0.095
H 4.180 2.506 0.436 0.161
H 6.029 1.296 -0.794 0.121
H 4.866 0.017 -1.151 0.011
H 5.893 0.922 1.571 0.125
H 5.979 -0.690 0.871 0.125
H 5.009 -1.359 3.125 0.134
H 0.734 -1.425 3.228 0.144
H 1.574 1.905 -1.475 0.131
O -4.123 -4.051 0.643 -0.279
S -4.227 -2.659 0.899 0.321
O -5.514 -2.205 1.328 -0.302
O -3.124 -2.155 1.845 -0.392
O -3.746 -1.793 -0.304 -0.401
Se 1.801 -4.856 -2.959 0.067
Sb 1.660 -3.380 -0.994 -0.278
Se 3.319 -3.861 0.713 0.087
Se 3.341 -1.900 -1.955 0.049
Se -0.588 -2.842 -0.298 0.270
C -6.615 0.189 -0.867 -0.073
N -5.636 0.442 0.171 -0.034
C -4.493 1.126 0.124 -0.804
S -3.499 1.112 1.518 0.687
N -4.057 1.812 -0.942 -0.022
C -4.429 1.658 -2.342 -0.069
H -7.375 -0.454 -0.429 0.089
H -6.192 -0.335 -1.724 0.083
H -7.097 1.110 -1.196 0.078
H -5.671 -0.204 0.944 0.069
H -3.124 2.171 -0.811 0.074
H -5.468 1.918 -2.524 0.065
H -4.228 0.647 -2.697 0.091
H -3.802 2.343 -2.909 0.086
```



Verdict on stability: run P comes out at the bottom.